19
Properties=species:S:1:pos:R:3:forces:R:3 method="wB97M-V/def2-TZVPD" relative_energy_kcal_mol=41.01 max_force_ha_per_bohr=0.013 lumo_ev=0.853 orbital_gap_ev=9.39 total_charge=0 total_energy_ev=-9936.67594 homo_ev=-8.53 molar_mass_da=113.16
C -2.34322 0.90279 0.10848 -0.09 0.51 0.07
N -1.54205 -0.04631 0.23848 -0.18 -0.66 -0.02
C -0.16737 0.18314 0.61462 0.33 0.31 0.06
C 0.16441 -0.70971 1.81252 -0.12 0.31 -0.09
C 0.66698 -0.11740 -0.61067 0.13 -0.03 0.03
C 0.87472 -1.56488 -0.94605 -0.01 0.13 -0.05
C 1.12756 0.83722 -1.41519 -0.14 -0.14 0.30
O 0.98117 2.18218 -1.28115 0.07 0.27 -0.07
H -3.35899 0.69569 -0.19492 -0.24 -0.02 -0.08
H -2.08379 1.95556 0.28172 0.09 0.01 0.05
H -0.01072 1.23520 0.92809 -0.08 -0.11 -0.02
H -0.09159 -1.74158 1.58759 0.01 -0.07 0.03
H 1.22120 -0.63827 2.06333 0.06 -0.02 0.01
H -0.42511 -0.38275 2.67149 0.05 -0.10 -0.01
H -0.09066 -2.07740 -0.94985 0.10 -0.08 -0.03
H 1.32918 -1.65785 -1.93182 0.00 -0.10 0.00
H 1.52464 -2.05484 -0.21763 -0.03 -0.06 -0.03
H 1.69045 0.60849 -2.30241 0.12 -0.10 -0.22
H 0.53318 2.39072 -0.45662 -0.06 -0.03 0.07



14
Properties=species:S:1:pos:R:3:forces:R:3 method="wB97M-V/def2-TZVPD" relative_energy_kcal_mol=92.13 max_force_ha_per_bohr=0.014 lumo_ev=0.375 orbital_gap_ev=10.26 total_charge=0 total_energy_ev=-7358.26000 homo_ev=-9.88 molar_mass_da=84.12
C -1.23063 1.01378 -0.47274 -0.07 0.02 0.01
C 0.00319 0.11542 -0.48762 0.06 0.10 -0.01
C 0.91875 0.36639 0.70938 -0.16 0.17 -0.01
O 1.96898 -0.58784 0.68228 -0.05 -0.15 0.13
C 0.45960 -2.32136 -0.03954 -0.47 0.47 -0.24
C -0.32799 -1.36399 -0.46575 0.40 -0.37 0.19
H -1.85051 0.82130 0.41108 0.11 0.02 -0.12
H -1.84798 0.84742 -1.36160 0.10 0.02 0.14
H -0.93804 2.06993 -0.46280 -0.04 -0.16 0.01
H 0.58216 0.31746 -1.39956 -0.09 -0.03 0.12
H 1.35863 1.36969 0.65500 -0.05 -0.15 -0.02
H 0.33748 0.29193 1.63898 0.09 0.01 -0.15
H 1.86342 -1.21048 1.41197 0.06 0.08 -0.07
H -1.29706 -1.72966 -0.81909 0.12 -0.01 0.02



42
Properties=species:S:1:pos:R:3:forces:R:3 method="wB97M-V/def2-TZVPD" relative_energy_kcal_mol=25.31 max_force_ha_per_bohr=0.010 lumo_ev=0.603 orbital_gap_ev=8.85 total_charge=0 total_energy_ev=-22550.25482 homo_ev=-8.24 smiles="CCOc1ccc(C(=O)CCN2CCCCC2)cc1" molar_mass_da=261.36
C -6.03694 0.00936 0.72920 0.31 -0.21 -0.20
C -5.18837 -1.18837 0.31274 -0.35 0.02 0.35
O -4.31405 -0.88720 -0.75746 0.23 0.10 -0.22
C -3.18546 -0.16999 -0.53753 0.22 0.12 -0.07
C -2.70081 0.22655 0.70690 -0.39 -0.23 0.06
C -1.51484 0.93139 0.80093 0.28 0.12 -0.24
C -0.79014 1.27451 -0.33577 -0.36 -0.09 -0.19
C 0.46476 2.06326 -0.30200 -0.06 0.16 0.16
O 0.80679 2.73621 -1.25390 0.01 -0.11 0.11
C 1.30825 2.00154 0.95267 0.49 0.02 -0.17
C 2.80366 1.78261 0.60826 -0.18 0.24 0.10
N 3.17007 0.45787 0.18559 0.09 -0.11 0.03
C 2.59112 0.04237 -1.07324 0.24 -0.06 -0.32
C 3.32801 -1.18726 -1.59781 -0.33 -0.05 0.06
C 3.25557 -2.31683 -0.57638 0.27 0.09 -0.04
C 3.79914 -1.81715 0.75766 -0.31 -0.06 0.08
C 3.02903 -0.57304 1.19349 0.30 -0.09 0.05
C -1.29488 0.89276 -1.58280 0.03 0.03 0.15
C -2.46018 0.17326 -1.68421 -0.17 -0.08 0.07
H -5.41274 0.82142 1.09426 0.00 0.08 0.06
H -6.60491 0.37158 -0.12394 -0.07 0.04 -0.05
H -6.72772 -0.28610 1.51406 -0.08 -0.01 0.10
H -4.63176 -1.59135 1.16766 -0.02 -0.02 -0.12
H -5.83225 -1.97994 -0.08060 0.13 0.06 0.12
H -3.23598 -0.00673 1.61419 -0.08 -0.02 0.04
H -1.17946 1.24220 1.77927 0.07 -0.01 0.08
H 1.22695 2.96985 1.45091 -0.08 0.02 0.06
H 0.96725 1.22388 1.63281 -0.05 0.05 0.05
H 3.06834 2.47687 -0.19392 0.00 0.03 0.13
H 3.40414 2.02441 1.49007 -0.04 0.06 -0.05
H 2.68374 0.86523 -1.78528 -0.08 -0.01 0.03
H 1.51490 -0.19400 -0.96733 0.03 -0.02 -0.06
H 4.37210 -0.92188 -1.77042 0.03 0.04 -0.07
H 2.88865 -1.49851 -2.54688 0.02 0.00 -0.06
H 3.82913 -3.17913 -0.92154 -0.07 -0.06 0.00
H 2.21564 -2.63038 -0.45246 -0.05 -0.06 0.00
H 4.85280 -1.55753 0.64604 0.06 0.01 0.06
H 3.71180 -2.59041 1.52325 0.04 -0.02 0.03
H 3.43375 -0.19364 2.13559 -0.08 0.00 0.01
H 1.97161 -0.85220 1.35709 0.00 0.03 0.06
H -0.74070 1.17111 -2.46662 0.03 0.03 -0.08
H -2.84600 -0.13657 -2.64254 -0.04 -0.04 -0.11



61
Properties=species:S:1:pos:R:3:forces:R:3 method="wB97M-V/def2-TZVPD" relative_energy_kcal_mol=55.95 max_force_ha_per_bohr=0.025 lumo_ev=0.745 orbital_gap_ev=9.02 total_charge=0 total_energy_ev=-38592.65540 homo_ev=-8.27 smiles="CC[C@](C)(C(=O)NC1CCCCC1)N(Cc1ccco1)C(=O)c1ccc2c(c1)OCO2" molar_mass_da=426.51
C -3.50270 -2.40770 -1.77534 0.17 -0.14 0.04
C -1.97933 -2.32925 -1.72970 -0.18 0.15 -0.07
C -1.40112 -2.18863 -0.30487 -0.30 -0.14 -0.11
C -1.65898 -3.49792 0.44084 0.06 0.25 0.03
C -2.07807 -1.05916 0.52645 0.11 -0.17 -0.44
O -2.42533 -1.24679 1.67820 -0.13 -0.07 0.46
N -2.23561 0.10192 -0.11821 -0.14 0.35 -0.18
C -2.65575 1.31613 0.55419 -0.07 0.00 0.28
C -3.49379 2.15737 -0.41798 -0.09 0.12 0.22
C -3.34552 3.64414 -0.11572 -0.01 -0.04 -0.20
C -1.90849 4.10646 -0.38333 -0.01 0.00 0.04
C -0.89112 3.00682 -0.04864 0.00 0.07 0.18
C -1.43078 2.10353 1.05375 0.05 -0.07 -0.09
N 0.05304 -1.86746 -0.38588 -0.12 -0.34 0.01
C 1.00033 -2.50877 0.52440 0.45 -0.06 0.30
C 1.42367 -1.60631 1.64156 -0.64 0.05 0.31
C 0.71163 -0.90113 2.56645 0.19 -0.35 -0.41
C 1.66597 -0.20241 3.34725 0.53 -0.03 -0.12
C 2.88192 -0.54023 2.84370 -0.26 0.45 0.55
O 2.74886 -1.39042 1.81107 0.15 -0.38 -0.19
C 0.51424 -0.83972 -1.13370 0.31 0.17 -0.31
O -0.17636 -0.11530 -1.84201 0.04 0.20 -0.09
C 1.98787 -0.56456 -1.08261 0.21 0.11 -0.29
C 2.89006 -1.34385 -1.79043 -0.26 0.07 0.11
C 4.25066 -1.04659 -1.80615 0.29 0.22 0.12
C 4.65755 0.05317 -1.09174 -0.49 0.22 0.23
C 3.74714 0.85357 -0.39856 0.17 -0.43 -0.35
C 2.40405 0.57531 -0.38853 0.28 0.13 -0.03
O 4.41644 1.87747 0.21358 -0.46 -0.09 0.02
C 5.77798 1.70009 -0.11395 0.94 0.77 0.38
O 5.91941 0.55715 -0.92964 -0.14 -0.40 -0.26
H -3.83367 -2.36537 -2.81044 -0.08 0.00 -0.06
H -3.87664 -3.33303 -1.34502 -0.11 -0.07 0.03
H -3.94771 -1.57347 -1.23941 -0.12 0.08 0.01
H -1.66430 -1.49094 -2.34607 0.01 -0.16 0.05
H -1.55424 -3.23452 -2.17113 0.09 0.01 0.03
H -2.72543 -3.69848 0.39854 -0.04 -0.02 0.02
H -1.40542 -3.41059 1.49384 0.01 -0.08 0.03
H -1.13319 -4.33106 -0.01983 0.07 -0.05 -0.08
H -1.75730 0.22259 -1.00612 -0.02 -0.21 0.08
H -3.25364 1.00089 1.41544 0.06 0.10 -0.15
H -4.54150 1.85902 -0.36027 0.02 -0.09 -0.09
H -3.15134 1.96940 -1.43785 -0.02 -0.03 -0.11
H -4.03845 4.21950 -0.73188 -0.05 0.03 0.09
H -3.61150 3.82260 0.92760 -0.06 0.05 0.04
H -1.80124 4.38629 -1.43268 -0.01 0.08 -0.01
H -1.70469 4.99723 0.21388 0.04 0.05 -0.05
H -0.68299 2.40109 -0.93279 0.09 -0.02 -0.05
H 0.05161 3.45938 0.26486 0.06 -0.05 -0.09
H -1.70851 2.70718 1.91886 0.01 0.03 0.09
H -0.66744 1.39370 1.38062 -0.04 -0.01 0.10
H 1.89706 -2.80243 -0.02653 -0.17 -0.08 0.16
H 0.54862 -3.40975 0.93073 0.08 0.09 -0.12
H -0.35275 -0.88882 2.68563 -0.28 -0.05 -0.06
H 1.46597 0.45443 4.16844 0.04 0.15 0.19
H 3.87789 -0.25891 3.12167 0.19 -0.02 -0.04
H 2.53289 -2.19649 -2.34885 -0.05 -0.11 -0.04
H 4.95549 -1.65083 -2.35163 0.10 -0.08 -0.08
H 1.70296 1.19822 0.14129 -0.14 0.10 0.12
H 6.36555 1.56940 0.80909 -0.18 -0.04 -0.20
H 6.14608 2.58687 -0.65444 -0.15 -0.22 0.07